Density functional theory data (ωB97M-V/def2-TZVPD) for C14H14N5O4PtS as an isolated structure.

ORCA input file:
```
! wB97M-V def2-TZVPD RIJCOSX def2/J DEFGRID3
* xyz -1 3
Pt 0.02 0.59 -0.53
S 2.73 0.11 0.21
O -2.70 -4.63 -5.31
O -0.41 -1.70 -0.32
O 0.77 -0.39 -2.53
O -3.57 -5.80 -3.74
N 4.09 -0.26 2.47
N -2.88 -4.87 -4.13
N 0.54 -0.28 2.28
N 1.85 -0.29 2.72
N -0.60 2.26 -0.03
C -1.09 4.38 1.00
C -2.23 -4.04 -3.14
C 0.47 5.44 2.51
C 1.35 4.38 2.30
C -2.40 -4.30 -1.77
C -0.95 -2.40 -1.21
C 0.02 -1.11 -3.17
C -0.22 3.28 0.78
C -0.75 5.43 1.84
C 1.02 3.33 1.46
C -0.80 -2.17 -2.63
C -1.80 -3.52 -0.84
C -1.45 -2.98 -3.55
C 2.86 -0.16 1.85
H 4.15 0.02 3.43
H 4.85 0.04 1.88
H 0.17 -1.19 2.08
H 2.06 -0.66 3.63
H -1.45 6.25 1.98
H -3.02 -5.14 -1.47
H -0.05 -0.97 -4.26
H -0.05 0.31 2.83
H -1.92 -3.70 0.22
H 0.74 6.26 3.17
H -1.34 -2.79 -4.61
H 1.71 2.51 1.28
H 2.32 4.38 2.81
H -2.05 4.37 0.48
*
```

Computed properties:
**Energy relative to the best compared isomer or geometry (same formula, charge and spin)**: 0.7425 eV
**HOMO (alpha / beta)**: -3.27 / -4.21 eV
**Energy**: -1634.014250 Eh